13
Properties=species:S:1:pos:R:3 method="wB97M-V/def2-TZVPD" fmax_ev_per_a=3.85 homo_energy_ev=-14.19 orbital_gap_ev=9.2 charge=+1
C -0.655 0.528 -0.307
C 0.857 -0.787 1.092
N -0.618 -0.868 -0.895
N -0.690 1.580 -1.194
N 0.510 -0.281 -0.229
H -1.193 0.498 1.545
H 1.583 -1.577 1.021
H 1.360 -0.094 1.785
H -0.046 -1.182 1.603
H -1.108 -1.684 -0.469
H 0.076 2.280 -1.233
H -1.441 1.643 -1.850
H 1.363 -0.058 -0.869

=====

14
Properties=species:S:1:pos:R:3 method="wB97M-V/def2-TZVPD" fmax_ev_per_a=4.07 homo_energy_ev=-12.70 orbital_gap_ev=6.1 charge=+1
C 1.025 -0.773 -1.416
C 1.130 0.718 0.210
N 1.879 1.224 1.216
N 0.094 1.108 -0.403
N -3.061 -1.427 0.521
O 1.599 -0.588 -0.320
H 0.661 0.103 -1.935
H 1.219 -1.716 -2.043
H -2.999 -1.274 -0.464
H 1.404 2.012 1.702
H -0.356 2.060 -0.233
H 2.856 0.894 1.382
H -3.357 -0.624 1.122
H -2.094 -1.716 0.662

=====

14
Properties=species:S:1:pos:R:3 method="wB97M-V/def2-TZVPD" fmax_ev_per_a=5.64 homo_energy_ev=-14.67 orbital_gap_ev=11.3 charge=+1
C 1.564 0.876 0.074
N 2.387 1.890 0.092
O 0.315 0.844 -0.139
H 1.975 -0.074 0.478
H 3.297 2.106 -0.317
H 1.995 2.756 0.642
N -0.484 -1.703 0.070
C -1.713 -1.396 -0.284
N -2.209 -0.155 -0.234
H 0.001 -0.775 -0.024
H -0.286 -2.494 0.714
H -2.260 -2.408 -0.511
H -3.103 0.116 -0.686
H -1.480 0.418 0.127

=====

16
Properties=species:S:1:pos:R:3 method="wB97M-V/def2-TZVPD" fmax_ev_per_a=5.14 homo_energy_ev="-10.24 / -14.15" orbital_gap_ev="7.1 / 7.7" charge=+1 multiplicity=3
C 0.846 -0.540 0.284
C -1.304 0.153 -0.230
N -1.434 1.029 0.801
N 2.829 0.601 -0.329
N -2.049 -0.988 -0.094
O 1.536 -1.666 -0.031
O -1.086 0.422 -1.479
O 1.458 0.530 0.109
H -0.805 1.822 0.676
H -1.523 0.634 1.727
H 3.546 0.196 0.230
H 3.162 1.551 -0.340
H -2.632 -1.359 -0.841
H -2.384 -1.361 0.735
H 1.118 -2.382 0.467
H -1.279 1.357 -1.686

=====

15
Properties=species:S:1:pos:R:3 method="wB97M-V/def2-TZVPD" fmax_ev_per_a=2.23 homo_energy_ev=-14.00 orbital_gap_ev=8.9 charge=+1
C 0.424 -0.613 -1.408
C -1.927 0.949 2.233
N 0.925 -0.915 -2.610
N 1.316 -0.073 -0.512
N 0.799 0.395 0.697
O -0.740 -0.789 -1.075
S -1.699 0.326 0.739
H -1.987 0.364 3.137
H -1.988 2.019 2.339
H 1.906 -0.832 -2.819
H 0.333 -1.395 -3.269
H 2.247 0.205 -0.798
H 0.901 1.409 0.792
H 1.233 -0.070 1.496
H -1.743 -0.978 1.057

=====

14
Properties=species:S:1:pos:R:3 method="wB97M-V/def2-TZVPD" fmax_ev_per_a=2.54 homo_energy_ev=-13.28 orbital_gap_ev=9.8 charge=+1
C -0.644 1.097 -1.886
C -0.582 1.350 -0.411
N 0.543 -1.340 0.027
N -0.257 0.828 0.699
N -0.650 1.404 1.938
S -1.061 2.730 -1.237
H 0.179 0.992 -2.565
H -1.481 0.524 -2.285
H -0.197 -1.873 0.529
H 0.082 -0.887 -0.815
H 0.349 -0.356 0.641
H 1.425 -1.822 -0.084
H 0.158 1.421 2.630
H -1.026 2.296 1.777

=====

15
Properties=species:S:1:pos:R:3 method="wB97M-V/def2-TZVPD" fmax_ev_per_a=5.87 homo_energy_ev="-12.90 / -12.91" orbital_gap_ev="8.5 / 8.5" charge=+1
C -1.094 -0.608 0.272
C 0.926 0.572 -0.343
N -2.252 -0.477 0.900
N -0.400 0.453 0.029
N 1.813 -0.268 0.378
S -0.740 -2.167 -0.314
S 1.140 0.330 -2.174
H 1.194 2.395 0.258
H -2.492 0.383 1.453
H -2.628 -1.281 1.421
H -0.725 1.413 0.487
H 0.339 -1.785 -1.126
H 2.812 -0.399 0.113
H 1.599 0.054 1.332
H 0.508 1.385 -2.685

=====

14
Properties=species:S:1:pos:R:3 method="wB97M-V/def2-TZVPD" smiles="[H]/N=C/N.[H]/N=C/N" fmax_ev_per_a=5.93 homo_energy_ev=-8.67 orbital_gap_ev=9.6 charge=0
N 1.447 0.581 -0.326
C 1.929 -0.716 -0.140
N 1.231 -1.602 0.488
H 0.403 0.873 -0.562
H 1.852 1.326 0.089
H 3.041 -0.850 -0.116
H 1.804 -2.363 0.866
N -1.471 0.154 1.069
C -1.901 0.557 -0.091
N -1.179 0.885 -1.207
H -0.544 -0.294 1.118
H -2.038 0.489 1.918
H -2.926 0.548 -0.277
H -1.951 1.092 -1.816

=====

14
Properties=species:S:1:pos:R:3 method="wB97M-V/def2-TZVPD" fmax_ev_per_a=1.38 homo_energy_ev=-7.25 orbital_gap_ev=8.2 charge=0
N 0.652 0.171 0.377
C -0.859 0.198 0.205
N 1.327 1.082 -0.466
N 1.253 -1.140 0.361
N -1.172 0.594 1.432
C -1.388 -0.170 -0.978
H 2.325 0.930 -0.351
H 1.068 0.884 -1.431
H 0.876 -1.631 -0.452
H 0.906 -1.629 1.184
H -2.152 0.734 1.636
H 0.382 0.579 1.436
H -0.765 -0.424 -1.825
H -2.454 -0.177 -1.127

=====

15
Properties=species:S:1:pos:R:3 method="wB97M-V/def2-TZVPD" fmax_ev_per_a=3.71 homo_energy_ev=-9.34 orbital_gap_ev=10.1 charge=0
C 1.264 1.051 0.048
N -0.354 -0.391 -1.103
N -1.115 -1.470 -1.048
C 0.828 -0.355 -0.318
N -1.373 -1.319 0.773
N 0.105 1.914 0.255
O 1.516 -1.344 -0.214
H -0.835 0.494 -1.253
H -0.458 -2.258 -1.004
H -2.392 -1.384 0.780
H -0.991 -1.875 1.541
H 0.388 2.884 0.329
H -0.368 1.654 1.112
H 1.838 1.438 -0.799
H 1.947 0.962 0.900

=====

17
Properties=species:S:1:pos:R:3 method="wB97M-V/def2-TZVPD" fmax_ev_per_a=5.25 homo_energy_ev=-13.08 orbital_gap_ev=10.0 charge=+1
Rb 11.344 15.509 -8.466
C 10.261 15.561 -4.947
O 9.819 15.109 -5.996
N 9.769 15.148 -3.841
N 11.172 16.520 -4.807
H 9.959 15.512 -2.919
H 9.042 14.451 -3.914
H 11.411 17.187 -5.527
H 11.261 16.677 -3.814
C 7.708 16.505 -8.658
O 8.890 16.833 -8.934
N 7.376 15.559 -7.772
N 6.609 16.981 -9.148
H 8.152 14.953 -7.549
H 6.405 15.319 -7.628
H 6.629 17.683 -9.874
H 5.753 16.448 -9.098

=====

17
Properties=species:S:1:pos:R:3 method="wB97M-V/def2-TZVPD" fmax_ev_per_a=5.67 homo_energy_ev="-11.11 / -13.52" orbital_gap_ev="6.1 / 8.7" charge=+1 multiplicity=2
Sn -1.795 0.079 1.003
C -0.722 -3.270 -0.792
O -1.123 -2.108 -0.882
N -0.191 -3.884 0.289
N -0.809 -4.155 -1.705
H 0.313 -4.760 0.287
H -0.288 -3.416 1.179
H -0.443 -5.085 -1.560
H -0.865 -3.811 -2.653
C 0.378 3.444 0.785
O -0.347 2.651 1.363
N 1.670 3.393 0.862
N 0.042 4.511 0.210
H 2.166 4.089 0.325
H 2.115 2.532 1.147
H -0.947 4.703 0.147
H 0.845 5.086 -0.004

=====

For the records above, the corresponding relative energy (zero: lowest compared OMol25 entry of this formula, charge and spin) values read 167.52; 112.30; 54.72; 0.00; 28.62; 52.11; 94.98; 45.49; 96.86; 91.66; 26.40; 8.90 kcal per mole.